w) {"formula": "H24O12", "method": "ωB97M-V with the def2-TZVPD basis set", "gap_ev": 10.28, "smiles": "O.O.O.O.O.O.O.O.O.O.O.O", "elements": ["H", "H", "H", "H", "H", "H", "H", "H", "H", "H", "H", "H", "H", "H", "H", "H", "H", "H", "H", "H", "H", "H", "H", "H", "O", "O", "O", "O", "O", "O", "O", "O", "O", "O", "O", "O"], "xyz": [[-0.809, -0.907, -0.711], [0.083, -0.183, 0.284], [4.117, -1.616, 1.498], [2.661, -1.371, 1.860], [0.289, 1.517, 2.897], [-1.217, 1.337, 2.797], [3.310, -2.526, -0.174], [3.314, -3.934, -0.746], [-2.715, 1.035, -2.298], [-1.928, -0.178, -2.764], [-2.592, 2.773, -0.491], [-1.415, 3.473, 0.169], [0.319, 5.640, -0.772], [0.443, 4.127, -0.841], [-4.477, -3.822, 1.818], [-3.275, -2.965, 1.456], [-2.957, 0.235, 0.941], [-3.379, 1.040, 2.159], [3.156, 2.321, 0.210], [3.847, 1.715, -1.000], [-1.526, -2.177, -1.411], [-1.273, -3.383, -2.300], [2.873, -1.450, -2.142], [3.600, -0.238, -1.583], [-0.839, -0.398, 0.107], [3.475, -1.756, 2.203], [-0.540, 1.811, 3.292], [2.917, -3.398, -0.051], [-2.815, 0.101, -2.514], [-2.112, 2.831, 0.343], [0.571, 4.925, -1.366], [-3.762, -3.748, 1.177], [-2.600, 0.703, 1.704], [3.918, 1.787, -0.042], [-1.556, -2.462, -2.331], [2.893, -0.861, -1.379]]}

***

x) {"formula": "H24O12", "method": "ωB97M-V with the def2-TZVPD basis set", "gap_ev": 10.51, "smiles": "O.O.O.O.O.O.O.O.O.O.O.O", "elements": ["O", "H", "H", "O", "H", "H", "O", "H", "H", "O", "H", "H", "O", "H", "H", "O", "H", "H", "O", "H", "H", "O", "H", "H", "O", "H", "H", "O", "H", "H", "O", "H", "H", "O", "H", "H"], "xyz": [[-0.423, 3.375, 0.595], [-0.761, 3.280, -0.298], [-1.044, 2.770, 1.008], [-2.394, 0.772, -1.385], [-1.634, 1.238, -1.723], [-2.398, -0.078, -1.849], [1.168, -1.034, -2.504], [0.935, -1.580, -1.782], [1.204, -1.579, -3.255], [-1.584, 1.444, 2.241], [-1.283, 1.229, 3.125], [-1.011, 1.020, 1.635], [-0.134, 0.227, 0.542], [0.672, 0.660, 0.277], [-0.398, -0.388, -0.155], [3.537, -1.178, -0.622], [3.603, -1.258, -1.568], [3.145, -0.318, -0.403], [-2.104, -2.004, -2.814], [-1.582, -2.385, -2.055], [-2.974, -1.824, -2.585], [1.245, -1.622, 1.986], [0.645, -1.033, 1.602], [1.844, -1.238, 2.609], [-0.560, -2.422, -0.597], [-1.153, -2.422, 0.112], [0.152, -2.938, -0.190], [-2.790, -1.841, 0.844], [-2.813, -0.889, 1.080], [-2.973, -2.198, 1.688], [2.015, 2.918, 1.902], [2.707, 3.518, 1.664], [1.242, 3.238, 1.401], [2.115, 1.185, -0.202], [2.054, 1.624, 0.601], [1.712, 1.731, -0.907]]}

***

Stability summary - winner: x); margin: 42.6 kcal/mol.

***

w) {"formula": "H24O12", "method": "ωB97M-V with the def2-TZVPD basis set", "gap_ev": 10.78, "smiles": "O.O.O.O.O.O.O.O.O.O.O.O", "elements": ["O", "H", "H", "O", "H", "H", "O", "H", "H", "O", "H", "H", "O", "H", "H", "O", "H", "H", "O", "H", "H", "O", "H", "H", "O", "H", "H", "O", "H", "H", "O", "H", "H", "O", "H", "H"], "xyz": [[1.344, -2.782, 1.508], [2.023, -3.472, 1.115], [1.644, -1.879, 1.215], [-2.598, -0.823, 2.205], [-2.914, -1.268, 3.083], [-2.002, -1.413, 1.870], [-0.154, -1.725, -2.504], [0.707, -1.901, -1.919], [0.003, -0.825, -2.687], [-0.717, 4.316, 0.861], [-0.998, 3.577, 1.357], [-1.511, 4.497, 0.309], [0.451, 0.533, -0.262], [1.024, 1.190, 0.107], [-0.465, 0.807, -0.278], [-2.416, -0.736, -1.448], [-1.577, -1.172, -1.636], [-2.988, -0.852, -2.223], [3.046, -1.483, -0.968], [3.748, -1.592, -1.646], [2.966, -0.607, -1.036], [-2.664, 1.516, 0.605], [-2.803, 0.878, 1.364], [-2.819, 1.040, -0.161], [1.600, 1.099, -2.653], [0.993, 1.867, -2.676], [1.312, 0.608, -1.896], [-1.170, -2.862, 1.228], [-1.249, -2.936, 0.303], [-0.149, -2.955, 1.580], [1.021, 3.221, -1.014], [1.898, 3.079, -1.003], [0.688, 3.868, -0.429], [1.743, -0.204, 2.196], [2.189, -0.574, 2.969], [0.797, -0.034, 2.566]]}

***

x) {"formula": "H24O12", "method": "ωB97M-V with the def2-TZVPD basis set", "gap_ev": 11.15, "smiles": "O.O.O.O.O.O.O.O.O.O.O.O", "elements": ["O", "H", "H", "O", "H", "H", "O", "H", "H", "O", "H", "H", "O", "H", "H", "O", "H", "H", "O", "H", "H", "O", "H", "H", "O", "H", "H", "O", "H", "H", "O", "H", "H", "O", "H", "H"], "xyz": [[-0.641, 0.271, 0.557], [-0.583, 0.437, -0.384], [0.268, 0.267, 0.856], [1.089, -1.204, -4.294], [1.563, -1.571, -3.547], [1.754, -0.723, -4.786], [-1.571, 1.986, -3.654], [-1.139, 1.310, -4.177], [-1.661, 2.729, -4.250], [-5.944, -0.255, 0.536], [-5.072, -0.286, 0.929], [-6.279, -1.148, 0.623], [2.464, 4.085, 0.307], [2.110, 4.870, -0.110], [3.306, 4.364, 0.668], [-4.302, -1.811, -3.305], [-4.701, -1.022, -2.938], [-3.955, -2.280, -2.545], [2.924, -3.678, -0.415], [3.661, -4.243, -0.187], [3.267, -2.788, -0.325], [4.158, 0.488, -0.702], [3.603, 1.255, -0.559], [5.036, 0.777, -0.454], [0.660, -4.394, 3.415], [0.187, -3.565, 3.349], [1.113, -4.479, 2.576], [-2.729, -1.092, 4.409], [-2.342, -1.121, 5.284], [-2.193, -0.461, 3.930], [-1.157, 5.528, -1.276], [-2.067, 5.381, -1.017], [-0.752, 4.663, -1.231], [3.122, -0.543, 3.976], [3.462, -0.275, 4.830], [3.340, -1.472, 3.912]]}

***

y) {"formula": "H24O12", "method": "ωB97M-V with the def2-TZVPD basis set", "gap_ev": 9.20, "smiles": "O.O.O.O.O.O.O.O.O.O.O.O", "elements": ["H", "H", "H", "H", "H", "H", "H", "H", "H", "H", "H", "H", "H", "H", "H", "H", "H", "H", "H", "H", "H", "H", "H", "H", "O", "O", "O", "O", "O", "O", "O", "O", "O", "O", "O", "O"], "xyz": [[0.140, 0.897, -0.819], [-0.236, -0.395, -0.026], [2.409, -1.516, 1.014], [2.420, -1.703, 2.550], [0.661, 4.627, -2.355], [0.874, 6.134, -2.742], [-2.649, -1.882, -1.280], [-2.195, -0.740, -0.490], [-1.361, -3.698, 1.719], [-1.706, -4.017, 3.198], [-1.290, -4.486, -0.611], [-2.433, -3.695, -0.002], [1.450, 2.307, -2.387], [1.182, 0.819, -2.040], [-0.903, 2.633, 1.985], [-0.170, 1.330, 2.408], [0.937, 0.070, -5.076], [2.204, -0.800, -5.057], [-2.344, 2.606, -2.778], [-1.347, 3.127, -1.767], [0.024, -2.879, 3.472], [1.496, -2.343, 3.706], [1.295, 0.355, 2.942], [1.613, 1.758, 2.328], [0.059, 0.483, 0.070], [1.949, -1.325, 1.872], [0.460, 5.525, -2.084], [-2.984, -1.224, -0.582], [-1.979, -3.424, 2.428], [-1.467, -3.844, 0.031], [1.811, 1.535, -2.090], [-0.050, 2.317, 2.222], [1.902, 0.041, -4.953], [-2.271, 3.105, -2.001], [0.796, -2.841, 4.124], [1.703, 1.142, 3.072]]}

***

z) {"formula": "H24O12", "method": "ωB97M-V with the def2-TZVPD basis set", "gap_ev": 7.54, "elements": ["O", "H", "H", "O", "H", "H", "O", "H", "H", "O", "H", "H", "O", "H", "H", "O", "H", "H", "O", "H", "H", "O", "H", "H", "O", "H", "H", "O", "H", "H", "O", "H", "H", "O", "H", "H"], "xyz": [[1.020, -2.534, 0.761], [0.328, -3.195, 0.760], [0.611, -1.757, 0.381], [-0.146, 1.909, 1.680], [-0.954, 2.080, 1.197], [-0.189, 2.495, 2.436], [-1.813, 0.063, 2.602], [-2.761, -0.045, 2.525], [-1.537, 0.385, 1.744], [-1.790, 1.464, -1.348], [-0.971, 1.200, -1.766], [-2.461, 1.306, -2.013], [2.609, -1.447, -0.173], [2.422, -2.088, 0.512], [1.816, -1.428, -0.708], [-0.242, -1.859, -1.654], [-0.946, -2.402, -1.302], [0.443, -2.481, -1.897], [-0.363, -0.018, -2.557], [-0.615, -0.184, -3.466], [-0.504, -0.854, -2.113], [-1.611, 0.396, 0.382], [-1.605, 1.091, -0.277], [-2.054, -0.337, -0.046], [0.592, 0.165, -0.037], [-0.012, 0.061, -0.773], [0.024, 0.272, 0.726], [2.230, 1.417, 0.461], [2.563, 1.389, -0.436], [1.513, 0.782, 0.470], [0.715, -0.631, 2.459], [0.633, -1.572, 2.304], [0.183, -0.469, 3.238], [1.229, 2.193, -1.625], [1.213, 1.927, -0.706], [0.429, 2.706, -1.740]]}

***

Stability summary - winner: w); margin: 7.1 kcal/mol.

***

w) {"formula": "H24O12", "method": "ωB97M-V with the def2-TZVPD basis set", "gap_ev": 9.53, "smiles": "O.O.O.O.O.O.O.O.O.O.O.O", "elements": ["O", "H", "H", "O", "H", "H", "O", "H", "H", "O", "H", "H", "O", "H", "H", "O", "H", "H", "O", "H", "H", "O", "H", "H", "O", "H", "H", "O", "H", "H", "O", "H", "H", "O", "H", "H"], "xyz": [[1.160, -1.430, 1.472], [1.878, -1.496, 0.797], [1.115, -2.310, 1.868], [-1.021, -1.736, -1.725], [-1.423, -2.316, -1.071], [-0.425, -2.304, -2.234], [-1.992, 0.825, -2.357], [-2.813, 0.804, -2.862], [-1.733, -0.117, -2.288], [-1.185, 1.153, 3.658], [-1.180, 0.597, 2.866], [-2.114, 1.356, 3.800], [-1.594, -1.149, 1.950], [-0.664, -1.414, 1.837], [-2.110, -1.959, 1.861], [-0.897, 3.600, -0.055], [-0.612, 2.760, 0.346], [-1.399, 3.333, -0.831], [1.799, -1.643, -3.291], [1.578, -0.897, -2.702], [1.041, -1.721, -3.879], [3.445, -1.086, 0.114], [4.378, -1.321, 0.051], [3.438, -0.130, 0.271], [1.900, 0.874, 3.254], [2.639, 0.409, 2.851], [1.202, 0.216, 3.315], [0.262, 0.974, 0.335], [0.219, 0.765, -0.606], [0.565, 0.157, 0.768], [0.891, 0.856, -2.490], [0.009, 1.225, -2.665], [1.465, 1.279, -3.140], [-2.920, 0.767, 0.441], [-2.618, 0.954, -0.471], [-2.286, 0.128, 0.813]]}

***

x) {"formula": "H24O12", "method": "ωB97M-V with the def2-TZVPD basis set", "gap_ev": 10.57, "smiles": "O.O.O.O.O.O.O.O.O.O.O.O", "elements": ["H", "H", "H", "H", "H", "H", "H", "H", "H", "H", "H", "H", "H", "H", "H", "H", "H", "H", "H", "H", "H", "H", "H", "H", "O", "O", "O", "O", "O", "O", "O", "O", "O", "O", "O", "O"], "xyz": [[-0.917, -0.947, 0.344], [-1.440, 0.435, 0.699], [3.377, 0.939, -3.106], [2.912, 0.337, -1.790], [-0.039, 3.473, -0.786], [0.942, 4.363, -1.532], [-1.014, -4.636, -0.415], [-0.644, -3.164, -0.502], [-1.601, 2.088, 0.136], [-1.227, 2.297, -1.322], [2.908, -0.135, 2.072], [2.658, -0.676, 3.469], [-0.633, -1.632, -3.377], [-1.564, -1.101, -2.299], [-3.238, 0.532, 2.144], [-4.545, 1.274, 2.370], [0.797, -2.665, 1.516], [1.145, -2.083, 0.156], [2.174, 1.991, 1.510], [1.072, 2.501, 2.425], [3.983, -1.434, -0.485], [3.686, -0.102, 0.184], [-3.965, -1.666, -1.296], [-3.768, -0.347, -0.566], [-0.628, -0.082, 0.657], [2.872, 0.202, -2.743], [0.319, 4.368, -0.797], [-1.157, -3.789, 0.023], [-1.979, 2.105, -0.750], [3.178, -0.837, 2.674], [-0.644, -1.343, -2.458], [-4.051, 0.499, 2.661], [1.264, -1.932, 1.100], [1.284, 2.362, 1.495], [3.278, -0.789, -0.355], [-3.869, -0.719, -1.449]]}

***

Stability summary - winner: w); margin: 46.6 kcal/mol.